{
  "formula": "C38H60BrN13O3S",
  "method": "wB97M-V/def2-TZVPD",
  "total_energy_ev": -146763.464,
  "orbital_gap_ev": 9.187,
  "max_force_ev_per_a": 4.14,
  "lumo_ev": -0.20,
  "elements": ["C", "C", "O", "O", "C", "C", "C", "C", "C", "C", "C", "C", "C", "C", "O", "N", "C", "Br", "C", "S", "H", "H", "H", "H", "H", "H", "H", "H", "H", "H", "H", "H", "H", "H", "H", "H", "H", "H", "H", "H", "H", "H", "H", "H", "C", "C", "N", "H", "H", "H", "C", "C", "N", "H", "H", "H", "C", "C", "N", "H", "H", "H", "C", "C", "N", "H", "H", "H", "C", "C", "N", "H", "H", "H", "C", "C", "N", "H", "H", "H", "C", "C", "N", "H", "H", "H", "C", "C", "N", "H", "H", "H", "C", "C", "N", "H", "H", "H", "C", "C", "N", "H", "H", "H", "C", "C", "N", "H", "H", "H", "C", "C", "N", "H", "H", "H"],
  "positions_angstrom": [[4.541, 1.055, -2.098], [3.330, 0.752, -3.123], [2.821, 1.725, -3.730], [2.937, -0.592, -3.288], [1.490, -0.715, -3.329], [0.952, -1.112, -4.805], [0.772, 0.147, -5.771], [-0.562, 0.956, -5.364], [-0.590, 2.463, -5.932], [-1.443, 3.447, -5.013], [-3.000, 3.000, -4.859], [-3.470, 3.034, -3.328], [-3.764, 1.603, -2.684], [-2.573, 0.551, -2.489], [-1.613, 0.546, -1.708], [-2.874, -0.535, -3.453], [-4.354, -0.832, -3.430], [-5.059, -1.922, -4.937], [-4.951, 0.686, -3.238], [-6.013, 1.287, -4.635], [5.504, 0.736, -2.614], [4.362, 0.456, -1.134], [4.482, 2.178, -1.905], [0.936, 0.198, -2.910], [1.219, -1.577, -2.615], [1.756, -1.820, -5.226], [-0.031, -1.684, -4.623], [1.675, 0.830, -5.840], [0.578, -0.253, -6.830], [-0.598, 0.994, -4.228], [-1.438, 0.410, -5.850], [-0.976, 2.490, -7.007], [0.490, 2.825, -5.934], [-1.045, 3.518, -3.934], [-1.396, 4.527, -5.411], [-3.230, 2.020, -5.395], [-3.603, 3.817, -5.403], [-2.738, 3.586, -2.637], [-4.448, 3.640, -3.275], [-4.085, 1.849, -1.606], [-2.786, -0.187, -4.420], [-4.678, -1.329, -2.461], [-5.606, 0.558, -2.300], [-7.121, 0.427, -4.651], [-0.166, 0.672, 1.097], [1.278, 0.472, 1.238], [2.413, 0.314, 1.346], [-0.728, 0.063, 1.808], [-0.446, 1.714, 1.271], [-0.513, 0.407, 0.097], [3.176, 5.327, -7.435], [1.961, 4.529, -7.612], [1.005, 3.901, -7.750], [3.901, 4.819, -6.795], [3.669, 5.525, -8.390], [2.959, 6.294, -6.976], [-4.916, -5.506, -2.289], [-5.844, -4.531, -1.711], [-6.571, -3.760, -1.262], [-4.078, -5.710, -1.620], [-5.409, -6.460, -2.491], [-4.499, -5.152, -3.233], [4.677, -2.430, 2.058], [5.980, -2.336, 2.720], [7.004, -2.262, 3.240], [4.178, -1.459, 2.011], [4.772, -2.796, 1.033], [4.007, -3.111, 2.584], [3.254, -3.676, 5.966], [2.534, -3.204, 4.781], [1.969, -2.830, 3.850], [3.938, -2.919, 6.348], [2.572, -3.932, 6.775], [3.847, -4.567, 5.747], [0.832, -5.732, 9.498], [2.172, -5.424, 8.993], [3.225, -5.182, 8.595], [0.243, -6.286, 8.763], [0.874, -6.340, 10.404], [0.275, -4.825, 9.742], [1.815, 1.883, 4.545], [0.898, 2.862, 5.134], [0.178, 3.631, 5.596], [2.657, 1.672, 5.207], [1.314, 0.933, 4.345], [2.227, 2.237, 3.598], [-2.730, -5.446, -6.547], [-2.977, -6.360, -5.430], [-3.171, -7.078, -4.552], [-3.555, -5.455, -7.263], [-2.610, -4.416, -6.203], [-1.823, -5.715, -7.093], [0.267, 7.909, -5.538], [1.620, 8.195, -6.019], [2.683, 8.420, -6.398], [-0.317, 7.365, -6.283], [0.284, 7.301, -4.631], [-0.278, 8.827, -5.304], [5.064, -2.342, 10.050], [4.346, -1.865, 8.867], [3.780, -1.492, 7.938], [5.750, -1.585, 10.435], [4.377, -2.601, 10.859], [5.655, -3.234, 9.827], [-2.922, -4.431, 8.856], [-2.044, -4.439, 10.028], [-1.353, -4.446, 10.949], [-2.525, -5.055, 8.053], [-3.918, -4.807, 9.099], [-3.044, -3.422, 8.455], [-0.933, 6.026, 8.333], [-1.646, 5.743, 9.580], [-2.207, 5.521, 10.560], [0.146, 6.081, 8.490], [-1.111, 5.252, 7.583], [-1.247, 6.977, 7.898]]
}

{
  "formula": "C29H59Br22FI2NO2PS",
  "method": "wB97M-V/def2-TZVPD",
  "total_energy_ev": -1616593.866,
  "orbital_gap_ev": 8.407,
  "max_force_ev_per_a": 3.56,
  "lumo_ev": 0.10,
  "elements": ["C", "C", "P", "C", "C", "N", "C", "I", "C", "C", "I", "S", "O", "O", "F", "H", "H", "H", "H", "H", "H", "H", "H", "H", "H", "H", "H", "H", "H", "H", "Br", "C", "C", "Br", "H", "H", "H", "H", "Br", "C", "C", "Br", "H", "H", "H", "H", "Br", "C", "C", "Br", "H", "H", "H", "H", "Br", "C", "C", "Br", "H", "H", "H", "H", "Br", "C", "C", "Br", "H", "H", "H", "H", "Br", "C", "C", "Br", "H", "H", "H", "H", "Br", "C", "C", "Br", "H", "H", "H", "H", "Br", "C", "C", "Br", "H", "H", "H", "H", "Br", "C", "C", "Br", "H", "H", "H", "H", "Br", "C", "C", "Br", "H", "H", "H", "H", "Br", "C", "C", "Br", "H", "H", "H", "H"],
  "positions_angstrom": [[2.333, -3.023, -0.954], [1.519, -2.393, -2.114], [0.142, -1.460, -1.298], [-1.251, -1.162, -2.474], [-2.618, -0.987, -1.783], [0.883, 0.049, -0.737], [0.861, 1.183, -1.699], [-0.891, 2.442, -1.583], [2.246, 1.976, -1.722], [3.322, 1.163, -0.987], [2.174, 4.016, -1.047], [0.410, 0.394, 0.826], [0.957, -0.641, 1.679], [0.772, 1.735, 1.208], [-1.156, 0.213, 0.918], [3.357, -3.251, -1.244], [2.378, -2.262, -0.166], [1.786, -3.864, -0.531], [2.187, -1.664, -2.594], [1.170, -3.125, -2.839], [-1.089, -0.349, -3.190], [-1.293, -2.068, -3.087], [-2.625, -1.335, -0.750], [-3.341, -1.614, -2.316], [-3.001, 0.028, -1.860], [0.802, 0.722, -2.681], [2.546, 2.028, -2.768], [3.147, 1.127, 0.085], [3.330, 0.156, -1.412], [4.293, 1.605, -1.212], [-0.020, 10.070, -1.584], [-0.160, 8.158, -1.243], [0.686, 7.732, -0.074], [2.574, 7.628, -0.531], [0.118, 7.656, -2.162], [-1.213, 7.978, -1.036], [0.430, 6.720, 0.235], [0.603, 8.402, 0.775], [3.036, 2.347, 3.740], [2.855, 0.450, 4.141], [3.647, 0.066, 5.361], [5.551, -0.036, 4.968], [3.164, -0.089, 3.251], [1.792, 0.288, 4.303], [3.366, -0.930, 5.699], [3.534, 0.770, 6.179], [0.835, 3.953, -5.822], [0.687, 5.888, -5.959], [-0.039, 6.458, -4.771], [-1.958, 6.145, -4.868], [0.197, 6.100, -6.904], [1.710, 6.257, -5.991], [0.078, 7.540, -4.739], [0.299, 6.026, -3.833], [-5.725, 1.300, -4.586], [-6.597, 1.337, -2.846], [-6.388, 2.655, -2.149], [-4.586, 2.792, -1.428], [-6.204, 0.498, -2.281], [-7.654, 1.176, -3.048], [-7.052, 2.743, -1.292], [-6.530, 3.507, -2.807], [4.094, -3.434, 2.500], [3.836, -4.150, 4.293], [5.112, -4.130, 5.090], [6.321, -5.553, 4.541], [3.427, -5.150, 4.176], [3.089, -3.506, 4.755], [4.906, -4.317, 6.142], [5.656, -3.196, 4.987], [-0.258, -5.316, -0.059], [-0.481, -6.010, 1.746], [0.814, -5.959, 2.510], [2.012, -7.388, 1.956], [-0.880, -7.015, 1.656], [-1.223, -5.365, 2.210], [0.637, -6.126, 3.572], [1.348, -5.022, 2.374], [-5.488, 6.110, -4.289], [-5.618, 6.590, -6.171], [-6.992, 7.093, -6.523], [-8.278, 5.638, -6.653], [-5.334, 5.709, -6.738], [-4.875, 7.371, -6.319], [-6.986, 7.562, -7.504], [-7.382, 7.792, -5.790], [1.579, -0.440, -4.870], [1.395, 0.173, -6.710], [-0.024, 0.578, -7.013], [-1.177, -0.973, -7.245], [1.751, -0.633, -7.343], [2.062, 1.027, -6.801], [-0.071, 1.120, -7.955], [-0.466, 1.182, -6.227], [-1.196, -3.743, 4.822], [-1.432, -4.479, 6.608], [-0.118, -4.584, 7.334], [0.944, -6.093, 6.710], [-1.929, -5.437, 6.496], [-2.094, -3.783, 7.119], [-0.280, -4.769, 8.393], [0.494, -3.696, 7.212], [-0.510, 5.753, 2.590], [-0.305, 4.524, 4.087], [-0.356, 3.091, 3.631], [-2.176, 2.528, 3.224], [-1.081, 4.772, 4.804], [0.670, 4.749, 4.514], [-0.018, 2.428, 4.425], [0.234, 2.911, 2.738], [2.317, -9.182, 4.993], [1.738, -11.016, 5.287], [1.413, -11.701, 3.987], [-0.300, -11.111, 3.275], [0.892, -10.977, 5.964], [2.573, -11.509, 5.781], [1.311, -12.773, 4.136], [2.155, -11.511, 3.217]]
}

{
  "formula": "C23H76N10O15",
  "method": "wB97M-V/def2-TZVPD",
  "de_lowest_kj_mol": 432.11,
  "total_energy_ev": -70689.047,
  "orbital_gap_ev": 8.763,
  "max_force_ev_per_a": 11.38,
  "lumo_ev": -0.20,
  "elements": ["C", "O", "H", "H", "H", "H", "C", "O", "H", "H", "H", "H", "C", "O", "H", "H", "H", "H", "C", "O", "H", "H", "H", "H", "C", "O", "H", "H", "H", "H", "C", "O", "H", "H", "H", "H", "C", "O", "N", "N", "H", "H", "H", "H", "C", "O", "N", "N", "H", "H", "H", "H", "C", "O", "N", "N", "H", "H", "H", "H", "C", "O", "N", "N", "H", "H", "H", "H", "C", "O", "N", "N", "H", "H", "H", "H", "C", "C", "C", "O", "H", "H", "H", "H", "H", "H", "H", "H", "C", "C", "C", "O", "H", "H", "H", "H", "H", "H", "H", "H", "C", "C", "C", "O", "H", "H", "H", "H", "H", "H", "H", "H", "C", "C", "C", "O", "H", "H", "H", "H", "H", "H", "H", "H"],
  "positions_angstrom": [[-3.507, 2.752, 28.639], [-2.193, 2.681, 28.044], [-3.529, 3.574, 29.397], [-3.722, 1.813, 29.065], [-4.216, 2.996, 27.847], [-1.587, 2.393, 28.785], [-2.084, 1.845, 32.690], [-2.789, 1.456, 31.625], [-2.337, 1.185, 33.461], [-2.209, 2.918, 32.657], [-1.051, 1.706, 32.612], [-2.174, 1.694, 30.898], [5.084, 4.044, 31.420], [4.093, 3.490, 30.634], [4.475, 4.543, 32.145], [5.565, 4.668, 30.716], [5.707, 3.312, 31.872], [3.290, 3.924, 30.905], [5.282, 0.443, 30.436], [4.073, 0.751, 29.768], [5.568, -0.439, 29.902], [5.121, 0.406, 31.478], [5.892, 1.333, 30.334], [4.408, 0.981, 28.920], [0.264, -3.287, 30.874], [0.192, -3.625, 32.237], [1.007, -3.839, 30.259], [0.402, -2.208, 30.638], [-0.708, -3.481, 30.451], [0.947, -3.264, 32.724], [3.882, 1.952, 33.701], [5.010, 1.105, 33.915], [3.523, 1.864, 32.666], [4.031, 2.997, 33.782], [3.179, 1.798, 34.485], [4.721, 0.230, 33.613], [1.087, 4.086, 33.277], [1.673, 3.309, 32.316], [0.260, 3.548, 34.136], [1.250, 5.319, 33.345], [0.293, 2.478, 34.283], [-0.534, 4.141, 34.537], [1.799, 5.666, 32.526], [1.542, 5.667, 34.294], [2.894, -2.824, 28.695], [2.299, -3.864, 28.008], [3.544, -3.042, 29.788], [2.767, -1.572, 28.341], [3.710, -3.979, 30.035], [3.944, -2.332, 30.479], [2.488, -1.564, 27.347], [3.188, -0.819, 28.850], [2.238, -1.172, 33.016], [3.512, -0.849, 32.680], [1.190, -0.542, 32.669], [1.931, -2.172, 33.807], [1.375, 0.132, 31.872], [0.189, -0.839, 32.829], [2.671, -2.704, 34.276], [0.937, -2.290, 34.239], [0.540, 1.005, 29.895], [-0.662, 1.795, 30.016], [1.514, 1.245, 30.659], [0.642, 0.015, 29.018], [1.385, 2.068, 31.385], [2.467, 1.048, 30.380], [-0.208, -0.159, 28.439], [1.435, -0.690, 28.910], [2.326, 1.694, 26.413], [3.466, 1.189, 27.009], [2.383, 2.545, 25.431], [1.145, 1.410, 26.796], [3.315, 2.971, 25.323], [1.565, 3.106, 25.029], [1.054, 0.868, 27.686], [0.404, 2.030, 26.409], [-1.599, 4.928, 30.659], [-0.905, 6.238, 31.037], [-1.513, 7.364, 30.259], [-0.900, 6.436, 32.290], [-0.902, 4.215, 31.080], [-1.767, 4.760, 29.635], [-2.566, 4.777, 31.146], [0.171, 6.212, 30.743], [-2.559, 7.663, 30.496], [-1.498, 7.265, 29.230], [-0.848, 8.196, 30.288], [-0.182, 5.892, 32.689], [1.303, 3.884, 28.882], [1.877, 5.063, 28.197], [0.969, 6.276, 28.127], [2.966, 5.507, 28.687], [0.327, 3.636, 28.432], [1.159, 3.957, 29.973], [2.005, 3.003, 28.761], [2.076, 4.628, 27.279], [1.324, 6.824, 27.213], [1.023, 6.972, 28.969], [-0.099, 6.084, 27.781], [3.663, 4.887, 28.334], [1.273, -2.837, 24.290], [1.389, -1.344, 24.678], [0.201, -0.523, 24.420], [1.517, -1.240, 25.936], [0.828, -3.002, 23.320], [0.713, -3.422, 24.982], [2.258, -3.245, 24.189], [2.274, -0.929, 24.131], [-0.242, -0.681, 23.514], [0.330, 0.531, 24.595], [-0.576, -0.825, 25.129], [1.447, -0.296, 26.102], [-0.994, -2.487, 27.798], [-1.961, -1.342, 27.950], [-2.341, -0.967, 29.401], [-1.551, -0.285, 27.428], [-1.427, -3.375, 28.335], [0.006, -2.268, 28.182], [-0.837, -2.683, 26.724], [-2.873, -1.603, 27.352], [-1.595, -0.498, 29.945], [-2.607, -1.907, 29.922], [-3.298, -0.387, 29.349], [-2.364, 0.207, 27.418]]
}

{
  "formula": "C5H8O",
  "method": "wB97M-V/def2-TZVPD",
  "de_lowest_kj_mol": 226.19,
  "total_energy_ev": -7359.911,
  "orbital_gap_ev": 10.340,
  "max_force_ev_per_a": 0.41,
  "lumo_ev": 1.12,
  "elements": ["C", "C", "C", "C", "O", "C", "H", "H", "H", "H", "H", "H", "H", "H"],
  "positions_angstrom": [[1.632, -0.270, 0.417], [0.645, 0.559, -0.368], [-0.669, 0.040, -0.914], [-1.347, -0.838, 0.125], [-1.191, 0.168, 1.149], [-0.643, 1.066, 0.188], [1.125, -0.970, 1.086], [2.268, 0.371, 1.036], [2.278, -0.843, -0.257], [1.098, 1.274, -1.055], [-0.967, 0.131, -1.952], [-0.864, -1.785, 0.396], [-2.409, -1.010, -0.082], [-0.954, 2.106, 0.231]]
}

{
  "formula": "C9H22N4",
  "method": "wB97M-V/def2-TZVPD",
  "total_charge": 2,
  "de_lowest_kj_mol": 342.41,
  "total_energy_ev": -15630.028,
  "orbital_gap_ev": 9.981,
  "max_force_ev_per_a": 7.08,
  "lumo_ev": -6.08,
  "smiles": "C=C([NH2+][C@H](C)CC)/C(N)=C/[NH2+]CN",
  "elements": ["C", "C", "C", "C", "C", "C", "C", "C", "C", "N", "N", "N", "N", "H", "H", "H", "H", "H", "H", "H", "H", "H", "H", "H", "H", "H", "H", "H", "H", "H", "H", "H", "H", "H", "H"],
  "positions_angstrom": [[-0.753, 2.273, -1.743], [1.735, 0.674, -1.039], [1.237, 1.461, -0.085], [-0.563, 1.831, -0.490], [-2.155, -2.223, 0.618], [-3.288, 0.387, 1.555], [-1.423, -0.897, 0.491], [3.402, -1.520, -0.763], [-2.251, 0.376, 0.431], [1.408, 1.910, 1.219], [4.230, -2.201, -1.530], [3.054, 0.126, -1.321], [-1.415, 1.576, 0.630], [-1.739, 2.665, -1.922], [0.066, 2.426, -2.353], [1.002, 0.205, -1.618], [-1.297, -2.864, 1.118], [-2.539, -2.544, -0.269], [-2.924, -2.063, 1.422], [-2.946, 0.017, 2.454], [-4.070, -0.142, 1.245], [-3.413, 1.456, 1.930], [-0.839, -0.820, 1.349], [-0.670, -0.918, -0.370], [2.380, -1.788, -0.684], [3.850, -1.208, 0.290], [-2.787, 0.555, -0.466], [2.265, 1.978, 1.765], [0.831, 2.829, 1.328], [3.867, -2.790, -2.207], [5.135, -2.321, -1.260], [3.774, 0.688, -0.907], [3.226, 0.141, -2.310], [-0.773, 1.525, 1.410], [-1.925, 2.474, 0.605]]
}